This record from OMol25 describes a single C28H45N3 molecule at a distorted geometry. The level of theory is ωB97M-V/def2-TZVPD.

Values from the calculation:
molar mass	423.69	Da
energy	-34223.8832	eV
highest occupied orbital energy	-0.2875	Eh
HOMO-LUMO gap	7.382	eV
structure (SMILES)	C=Cc1cc2ncc(CCCN)nc2c(CCCCCCCCCCCCCC)c1C

Geometry as XYZ:
```
76
Properties=species:S:1:pos:R:3:lowdin_charge:R:1
C 2.56306 2.87919 1.45052 -0.01
C 1.53300 2.58211 0.45667 -0.14
C 0.19499 1.83116 0.90584 -0.13
C -1.00718 2.65744 1.39745 0.04
C -2.38858 2.04022 1.86614 -0.17
N -3.37937 2.97206 2.33503 0.07
C -4.53103 2.24288 2.74771 -0.05
C -4.73310 0.70236 2.66934 -0.19
C -6.14447 0.08085 3.16362 -0.16
C -6.27386 0.05541 4.77121 -0.20
C -4.97912 -0.54473 5.51462 -0.29
N -3.87585 0.45032 5.71251 -0.04
N -3.73468 -0.18867 2.18519 0.11
C -2.53605 0.50354 1.78899 -0.12
C -1.33687 -0.40011 1.27757 -0.05
C -1.46537 -2.01660 1.16338 -0.17
C -1.91378 -2.49098 -0.31141 -0.19
C -0.92559 -3.53212 -1.04263 -0.20
C 0.02895 -2.91733 -2.17924 -0.22
C -0.70557 -1.99407 -3.26822 -0.20
C 0.48476 -1.31720 -4.17180 -0.20
C 0.61660 0.24380 -3.75969 -0.22
C 1.88109 0.96725 -4.49904 -0.21
C 2.35989 2.27547 -3.69011 -0.21
C 3.84477 2.17405 -3.07796 -0.21
C 4.25025 0.72317 -2.50644 -0.20
C 4.78755 0.87032 -0.96808 -0.22
C 5.81666 -0.31123 -0.55970 -0.25
C 5.02075 -1.70714 -0.29993 -0.13
C 0.02950 0.24370 0.86049 -0.10
C 1.31106 -0.57997 0.37941 -0.07
H 2.76830 3.92901 1.84742 0.06
H 3.21717 2.00459 1.82639 0.06
H 1.74647 2.91225 -0.61917 0.09
H -0.87303 3.80333 1.41802 0.11
H -5.40289 2.86137 3.18340 0.12
H -6.98201 0.74925 2.75879 0.11
H -6.19611 -0.96273 2.68780 0.11
H -7.17667 -0.61343 5.05290 0.11
H -6.55790 1.10933 5.15488 0.11
H -5.30626 -0.91205 6.55700 0.10
H -4.54849 -1.47023 4.96705 0.12
H -2.97247 -0.03723 5.88564 0.07
H -4.06526 0.92097 6.62124 0.07
H -2.32156 -2.28717 1.89581 0.10
H -0.52094 -2.54327 1.52885 0.10
H -2.15857 -1.55082 -0.90976 0.10
H -2.92087 -3.04939 -0.17446 0.11
H -1.53494 -4.44643 -1.38756 0.11
H -0.21942 -3.93871 -0.21460 0.11
H 0.46069 -3.82378 -2.76207 0.12
H 0.94302 -2.34682 -1.78578 0.09
H -1.29511 -1.11671 -2.83791 0.09
H -1.38341 -2.65311 -3.91560 0.11
H 0.12285 -1.34329 -5.25448 0.11
H 1.49516 -1.82367 -3.99138 0.11
H -0.30886 0.84993 -4.08754 0.12
H 0.74385 0.40844 -2.63463 0.09
H 2.70837 0.20720 -4.70480 0.10
H 1.45950 1.33691 -5.50865 0.11
H 2.38623 3.14494 -4.45708 0.11
H 1.56480 2.60206 -2.91314 0.10
H 3.89637 2.95255 -2.21986 0.10
H 4.64944 2.51718 -3.83760 0.12
H 5.15657 0.35202 -3.10662 0.11
H 3.38913 -0.02953 -2.45671 0.09
H 5.23502 1.91035 -0.77987 0.11
H 3.85203 0.70947 -0.31393 0.07
H 6.24897 -0.01763 0.47178 0.10
H 6.65867 -0.43210 -1.33587 0.10
H 4.49527 -1.68895 0.72601 0.07
H 4.19671 -1.83411 -1.09197 0.06
H 5.73244 -2.61291 -0.36208 0.07
H 2.17513 -0.32525 1.09656 0.08
H 1.57483 -0.21791 -0.68799 0.07
H 1.07537 -1.69910 0.36017 0.06
```